Computed, not measured: a 3-piece molecular cluster, C18H33INO8 overall at a distorted geometry, with ωB97M-V/def2-TZVPD.

Summary:
Total energy in eV: -45157.1717
HOMO in eV: -10.82
LUMO level in eV: -5.61
F_max in eV Å⁻¹: 5.6
Orbital gap in eV: 5.21

```
! wB97M-V def2-TZVPD RIJCOSX def2/J DEFGRID3
* xyz 1 1
I 1.59 -2.01 -2.56
O 2.31 -5.28 -2.94
O -4.32 2.59 1.09
O 1.33 -6.17 -4.83
O -3.18 0.21 -0.45
O 5.30 2.69 -0.29
O -4.06 -0.05 2.45
O 2.76 1.26 0.54
O 4.91 1.71 2.58
N -2.78 -3.41 -2.58
C -4.96 -1.13 2.63
C -1.50 -5.49 -3.57
C -2.38 0.38 0.72
C -3.50 3.75 1.11
C -2.81 -4.75 -3.11
C 3.57 0.90 -0.56
C -4.53 0.67 -0.41
C 1.19 -5.43 -3.82
C -0.17 -3.25 -2.85
C 5.35 3.01 2.20
C -0.17 -4.70 -3.42
C 5.94 0.88 3.08
C 1.60 1.99 0.19
C 5.03 1.30 -0.36
C -1.56 -2.64 -2.44
C -4.72 2.18 -0.21
C 4.80 3.42 0.83
C -2.79 -0.44 1.94
H 5.09 4.46 0.66
H 5.59 0.94 -1.24
H -2.76 -1.51 1.69
H -4.13 4.64 1.18
H -5.79 2.41 -0.30
H -2.86 3.69 1.99
H 5.67 -0.16 2.86
H 3.20 1.34 -1.50
H 3.71 3.41 0.83
H -2.06 -0.26 2.74
H 5.47 0.78 0.49
H 0.77 1.30 -0.02
H -1.38 0.05 0.43
H -2.28 1.43 0.96
H -4.18 2.72 -0.99
H 1.32 2.62 1.05
H 3.51 -0.19 -0.66
H 6.91 1.07 2.60
H -3.78 -5.34 -3.24
H 6.44 3.09 2.19
H -4.84 -1.55 3.64
H -4.83 -1.91 1.88
H 1.77 2.65 -0.66
H -2.86 3.82 0.22
H -1.55 -6.55 -3.97
H 1.88 -5.07 -2.07
H -3.67 -2.97 -2.28
H -5.98 -0.74 2.54
H -5.10 0.10 0.32
H -1.58 -1.57 -2.03
H 4.97 3.71 2.95
H 6.02 1.00 4.16
H -4.96 0.42 -1.38
*
```